1.
Entry from the OMol25 dataset: 3 unconnected molecules or ions with the total composition C17H38NO8P3 (ωB97M-V/def2-TZVPD).

Computed properties:
F_max in hartree/bohr: 0.17657
Molar mass in g/mol: 477.41
HOMO energy in eV: -8.53
HOMO-LUMO gap in eV: 7.115
Spin multiplicity: 1

Last column: Löwdin charge in e.
Atoms and positions in Å:
C 4.605852 -1.472299 -0.575273  -0.08
C 4.573676 0.043248 -0.595177  -0.29
O 3.236610 0.529930 -0.644167  -0.22
P 2.441381 0.976454 0.746167  0.71
O 3.545775 1.870165 1.318735  -0.25
O 1.519050 2.195949 0.110558  -0.23
C 1.530610 3.486560 0.711227  -0.30
C 2.495286 4.401596 -0.022336  -0.07
O 1.163346 -0.045411 0.245881  -0.20
C 1.233663 -1.444869 0.450072  -0.30
C 1.597626 -1.827138 1.868913  -0.08
H 4.192790 -1.857424 0.360356  0.06
H 5.631683 -1.840446 -0.663972  0.08
H 4.013453 -1.885423 -1.396042  0.08
H 5.122444 0.440147 0.262131  0.10
H 5.076010 0.400029 -1.497784  0.12
H 1.771533 3.419646 1.774976  0.10
H 0.518527 3.894979 0.642186  0.11
H 3.475997 3.941030 -0.158392  0.07
H 2.623305 5.343920 0.515410  0.08
H 2.116466 4.621624 -1.024366  0.06
H 1.917036 -1.887010 -0.276191  0.10
H 0.242730 -1.848461 0.220520  0.11
H 2.560420 -1.398444 2.167455  0.06
H 1.660357 -2.913237 1.966032  0.09
H 0.845978 -1.456762 2.570842  0.08
C -4.793711 -7.488998 2.612095  -0.08
C -4.473272 -6.536482 1.477054  -0.29
O -4.694631 -5.183503 1.861290  -0.22
P -3.442464 -4.239108 2.412954  0.71
O -2.457658 -4.547075 1.280386  -0.25
O -3.964475 -2.783386 1.821784  -0.22
C -3.095965 -1.984857 1.025187  -0.30
C -3.377955 -2.209406 -0.450070  -0.07
O -4.424380 -3.870015 3.765007  -0.20
C -4.535164 -4.775780 4.847518  -0.30
C -3.196955 -5.254119 5.369550  -0.09
H -4.081410 -7.369622 3.432311  0.06
H -4.742634 -8.527631 2.273999  0.08
H -5.794350 -7.298999 3.009452  0.08
H -3.450979 -6.700831 1.128418  0.10
H -5.141554 -6.742731 0.637342  0.12
H -2.049360 -2.184812 1.269084  0.09
H -3.283280 -0.936994 1.274982  0.12
H -3.403964 -3.270805 -0.705556  0.07
H -2.623861 -1.718282 -1.069800  0.07
H -4.359510 -1.805083 -0.710832  0.08
H -5.179846 -5.608712 4.563545  0.10
H -5.057488 -4.246444 5.650073  0.12
H -2.609896 -5.743451 4.584884  0.06
H -3.339261 -5.965577 6.185941  0.09
H -2.606234 -4.412213 5.739362  0.08
P 1.351451 4.733933 -4.438653  0.65
C 2.029946 6.487540 -4.778152  -0.46
C 1.174057 7.730796 -4.477297  -0.09
C 1.584345 9.213692 -4.747485  -0.04
C 3.040360 9.304727 -5.342254  -0.06
C 3.765717 7.962531 -5.538804  -0.16
N 3.340284 6.632606 -5.313752  -0.01
H 2.523812 4.305968 -3.737935  -0.02
H 0.243386 5.326433 -3.704231  -0.03
H 1.275160 4.546944 -5.881167  -0.02
H 0.708766 3.423837 -4.319328  -0.11
H 0.130465 7.555482 -4.028419  0.07
H 0.936895 10.115889 -4.516868  0.08
H 3.520397 10.313848 -5.599456  0.09
H 4.843615 8.062337 -5.939921  0.10

Atoms 1-6, force components in eV/Å:
C -0.063 -0.142 0.008
C 0.389 -0.043 -0.257
O 0.217 -0.938 0.977
P 0.371 4.520 -7.804
O -1.340 -2.965 2.841
O -0.540 -0.912 1.054

2.
Entry from the OMol25 dataset: a molecular structure, C27H33BrF3InNO3 (ωB97M-V/def2-TZVPD).

Computed properties:
F_max in hartree/bohr: 0.01376
Net charge: -1
Molar mass in g/mol: 671.28
HOMO energy in eV: -5.54
HOMO-LUMO gap in eV: 8.060
Spin multiplicity: 1

Last column: Löwdin charge in e.
Atoms and positions in Å:
C -3.851986 3.160487 -4.138479  -0.01
C -2.623831 3.324866 -3.269166  -0.50
O -2.628850 4.069615 -2.316722  0.08
N -1.452684 2.659867 -3.711074  -0.11
C -0.253204 3.314409 -3.187345  -0.08
C -1.392703 1.212029 -3.362266  -0.19
C -2.716139 0.464176 -3.306458  -0.22
C -2.560278 -0.950185 -2.712512  -0.31
C -3.135595 -1.012326 -1.294164  -0.31
In -2.308430 0.451712 0.132494  0.41
Br -1.840245 -0.905509 2.327283  -0.05
C -3.713312 2.090152 0.628231  -0.21
C -3.028261 3.162819 1.407681  -0.61
O -2.165774 3.025952 2.230091  0.05
O -3.466157 4.457199 1.145367  0.04
H -4.625917 2.623617 -3.589078  0.08
H -4.223981 4.157523 -4.376634  0.08
H -3.626799 2.622615 -5.054970  0.07
H 0.614229 2.827305 -3.635907  0.09
H -0.252910 4.365194 -3.474363  0.09
H -0.178133 3.240796 -2.098321  0.08
H -0.751226 0.721063 -4.101828  0.12
H -0.902667 1.121906 -2.388905  0.05
H -3.145479 0.412753 -4.310634  0.11
H -3.419724 0.999698 -2.661082  0.08
H -1.507380 -1.255784 -2.722547  0.10
H -3.087975 -1.649402 -3.374021  0.09
H -3.016434 -2.001360 -0.844312  0.02
H -4.214245 -0.826611 -1.373038  0.04
H -0.791799 1.208595 -0.323177  -0.05
H -4.137689 2.534953 -0.277496  0.03
H -4.547087 1.702618 1.218937  0.06
H -3.605230 4.537475 0.193100  0.08
F -2.631698 -6.411916 3.786888  0.04
C -1.843707 -5.616286 4.548074  -0.29
C -1.422666 -6.093989 5.773466  -0.03
C -0.615495 -5.277404 6.554065  -0.10
C -0.248714 -4.016504 6.104070  -0.10
C -0.688468 -3.565716 4.865925  -0.08
C -1.496169 -4.368601 4.073338  -0.02
H -1.726276 -7.079310 6.100359  0.11
H -0.273431 -5.631933 7.518385  0.10
H 0.379293 -3.383642 6.717341  0.10
H -0.417660 -2.582318 4.503501  0.07
H -1.846744 -4.024358 3.109120  0.09
F 3.575352 1.130174 0.205673  0.03
C 3.114631 1.921914 1.210236  -0.28
C 4.029171 2.439070 2.105040  -0.03
C 3.552929 3.249637 3.127664  -0.10
C 2.195540 3.520640 3.235361  -0.09
C 1.301356 2.983197 2.317494  -0.05
C 1.762194 2.173706 1.287711  0.00
H 5.080614 2.207859 1.999186  0.11
H 4.250164 3.667755 3.843166  0.10
H 1.830731 4.147499 4.038574  0.10
H 0.237841 3.173896 2.398286  0.09
H 1.074325 1.751223 0.566628  0.07
F 6.228382 -4.282133 -4.074731  0.04
C 5.752649 -3.392015 -3.171439  -0.29
C 5.956277 -3.637988 -1.829384  -0.02
C 5.466169 -2.718850 -0.911203  -0.08
C 4.788735 -1.584814 -1.338118  -0.08
C 4.598222 -1.370358 -2.696288  -0.08
C 5.082723 -2.276487 -3.629963  -0.02
H 6.482838 -4.530594 -1.520293  0.11
H 5.613928 -2.892649 0.146752  0.10
H 4.404539 -0.875675 -0.619022  0.09
H 4.063687 -0.491235 -3.031781  0.11
H 4.946632 -2.130004 -4.692769  0.11

Atoms 1-6, force components in eV/Å:
C -0.019 -0.195 0.069
C 0.163 -0.338 -0.323
O -0.052 0.367 0.078
N -0.232 0.187 0.642
C 0.144 -0.050 -0.045
C 0.018 -0.151 -0.448

3.
Entry from the OMol25 dataset: a gas-phase ion, C5H10N3O4S2 (charge -1) (ωB97M-V/def2-TZVPD).

Computed properties:
F_max in hartree/bohr: 0.13936
Relative energy (zero: lowest compared OMol25 entry of this formula, charge and spin) in kcal/mol: 13.6
Net charge: -1
Molar mass in g/mol: 240.29
HOMO energy in eV: -4.69
HOMO-LUMO gap in eV: 7.748
Spin multiplicity: 1

Last column: Löwdin charge in e.
Atoms and positions in Å:
C -3.413661 0.270133 -0.015091  -0.05
C -2.019641 0.772890 0.552082  -0.15
C -1.213156 1.585867 -0.102401  -0.18
S 0.553777 1.777336 0.152921  0.57
O 1.131633 1.876115 -1.176726  -0.32
O 0.860402 2.795303 1.110663  -0.32
N 1.075853 0.394479 0.805245  -0.15
C 1.037566 -0.879882 0.044464  -0.60
N -0.263236 -1.800979 0.737018  0.05
N -0.971754 -2.365030 -0.089402  -0.64
O -0.966900 -2.139987 -1.309707  -0.10
O -1.772318 -3.232696 0.361051  -0.12
S 2.513210 -1.851058 0.059400  0.83
C 3.690359 -0.524961 -0.292245  -0.43
H -3.978474 1.042196 -0.445077  0.04
H -2.995924 -0.428260 -0.688652  0.04
H -4.156619 -0.249628 0.726972  0.11
H -1.829880 0.467101 1.524594  0.08
H -1.415047 2.017658 -1.102424  0.10
H 0.939453 0.217907 1.759020  0.09
H 0.545422 -0.750243 -0.870311  0.05
H 4.687371 -0.944328 -0.585185  0.04
H 3.948275 0.020242 0.611157  0.02
H 3.202730 0.055502 -1.110128  0.04

Atoms 1-6, force components in eV/Å:
C 0.954 -0.386 3.078
C -2.694 0.673 -0.891
C 0.853 0.408 -1.615
S -0.039 -0.191 -0.543
O -0.667 -0.150 0.892
O -0.215 0.401 0.360

4.
Entry from the OMol25 dataset: a molecular structure, C45H75GeN7P3Tl (ωB97M-V/def2-TZVPD).

Computed properties:
F_max in hartree/bohr: 0.01315
Relative energy (zero: lowest compared OMol25 entry of this formula, charge and spin) in kcal/mol: 0.0
Net charge: +3
Expectation value of S²: 0.80
Molar mass in g/mol: 1084.06
HOMO energy (alpha / beta) in eV: -14.84 / -14.84
HOMO-LUMO gap (alpha / beta) in eV: 5.777 / 5.702
Spin multiplicity: 2

Last column: Löwdin charge in e.
Atoms and positions in Å:
Tl -0.512463 3.689648 1.303906  0.73
C 6.128018 -0.665445 -2.159295  -0.09
C 4.823008 0.046148 -2.520122  -0.57
C 5.126795 1.475649 -2.977083  -0.11
P 3.541365 0.022562 -1.172635  1.07
C 3.523353 -1.804551 -0.864843  -0.35
N 2.229469 -2.334720 -0.482715  -0.15
Ge 0.650517 -1.587412 -1.164584  1.05
N 0.597970 -2.208447 -2.867769  -0.23
C 0.527506 -1.170697 -3.870981  -0.30
P -0.387187 0.055189 -2.836130  1.08
C -2.182350 -0.166829 -3.155344  -0.52
C -2.693266 -1.561394 -2.833480  -0.09
C -2.568534 0.247845 -4.580240  -0.08
C -0.072331 1.807686 -3.279415  -0.51
C 0.812390 2.572278 -2.284037  -0.12
C 0.467977 1.911020 -4.712242  -0.08
C 0.758831 -3.583573 -2.991426  -0.23
C 1.152260 -4.264724 -4.134169  0.01
C 1.276045 -5.647379 -4.089379  -0.04
C 1.027229 -6.350971 -2.918672  -0.04
C 0.629656 -5.674037 -1.772910  0.00
C 0.486729 -4.302029 -1.824389  -0.17
N -0.003554 -3.535233 -0.639909  -0.05
C 0.784153 -3.836206 0.543630  -0.20
C 0.369741 -4.668943 1.571081  0.00
C 1.278851 -4.990390 2.562419  -0.04
C 2.581636 -4.489975 2.513788  -0.04
C 2.973373 -3.618053 1.519565  0.00
C 2.049100 -3.244243 0.537357  -0.26
C -1.439392 -3.636867 -0.428958  -0.19
C -2.215505 -4.534633 -1.122565  0.01
C -3.571404 -4.662391 -0.819244  0.00
C -4.132641 -3.912403 0.209657  -0.03
C -3.374830 -2.981803 0.880196  0.02
C -2.010769 -2.742025 0.533533  -0.28
N -1.260215 -1.727733 1.000754  0.08
C -1.852070 -1.051792 2.161743  -0.38
P -1.046215 0.408882 2.999523  1.01
C -2.209063 0.596554 4.451507  -0.55
C -2.081692 2.029986 4.971903  -0.12
C -3.674870 0.237733 4.215803  -0.10
C 0.441228 -0.357586 3.791973  -0.55
C 1.424267 -0.730168 2.690341  -0.14
C 0.220222 -1.559673 4.709021  -0.09
C 4.439690 0.851253 0.236040  -0.53
C 3.583161 1.958326 0.857494  -0.12
C 5.009289 -0.085289 1.295809  -0.09
H 6.767927 -0.728876 -3.040322  0.10
H 5.980952 -1.681878 -1.793835  0.07
H 6.680881 -0.107676 -1.401766  0.08
H 4.344540 -0.488434 -3.350433  0.10
H 5.746710 1.997589 -2.246803  0.08
H 4.231606 2.073143 -3.134565  0.06
H 5.689581 1.456495 -3.910389  0.09
H 4.291551 -2.141303 -0.176150  0.07
H 3.760736 -2.211846 -1.855121  0.10
H -0.050121 -1.445609 -4.759062  0.11
H 1.504704 -0.803426 -4.196875  0.09
H -2.646447 0.536817 -2.451727  0.11
H -2.429535 -1.865108 -1.824025  0.04
H -2.306505 -2.306004 -3.531624  0.10
H -3.781453 -1.571588 -2.905710  0.10
H -2.099551 -0.396915 -5.324783  0.09
H -2.319868 1.282089 -4.809213  0.07
H -3.647396 0.140407 -4.694589  0.10
H -1.077877 2.238832 -3.252057  0.10
H 1.806383 2.707500 -2.700202  0.07
H 0.925294 2.064855 -1.327014  0.01
H 0.401199 3.565250 -2.104555  0.07
H 1.483406 1.518659 -4.773093  0.08
H 0.509382 2.963874 -4.994159  0.10
H -0.151006 1.395535 -5.444882  0.07
H 1.377960 -3.720821 -5.042614  0.12
H 1.585606 -6.179240 -4.978669  0.12
H 1.140414 -7.425354 -2.895580  0.12
H 0.427342 -6.211905 -0.855100  0.14
H -0.626647 -5.092823 1.576173  0.13
H 0.990518 -5.663986 3.357410  0.12
H 3.291954 -4.789485 3.272338  0.12
H 3.981947 -3.230685 1.502732  0.11
H -1.783223 -5.166357 -1.882201  0.13
H -4.171784 -5.376272 -1.366222  0.13
H -5.168824 -4.057872 0.482829  0.13
H -3.837682 -2.403520 1.663735  0.11
H -2.004587 -1.834066 2.916338  0.10
H -2.852783 -0.689566 1.907807  0.07
H -1.831475 -0.065451 5.231972  0.09
H -2.380231 2.746969 4.200546  0.03
H -1.059604 2.267614 5.274028  0.08
H -2.725388 2.181864 5.839335  0.10
H -4.156725 0.910194 3.499548  0.07
H -4.219717 0.332219 5.155843  0.10
H -3.817623 -0.786026 3.873199  0.06
H 0.868024 0.460772 4.383782  0.11
H 1.070950 -1.630289 2.191126  0.05
H 2.405725 -0.945866 3.113572  0.08
H 1.531652 0.056077 1.938069  0.04
H -0.356306 -2.346809 4.216972  0.07
H -0.273190 -1.308347 5.645782  0.07
H 1.187026 -1.993883 4.971407  0.09
H 5.281071 1.341907 -0.259874  0.09
H 2.801713 1.549214 1.500775  0.04
H 3.104797 2.576012 0.094058  0.06
H 4.207065 2.609825 1.470729  0.09
H 4.214911 -0.605054 1.834928  0.05
H 5.570835 0.495883 2.028922  0.10
H 5.693877 -0.824001 0.878457  0.07
C -3.585550 4.638351 2.617634  -0.19
C -3.754656 3.453935 1.674106  -0.21
N -2.958113 3.533005 0.439841  -0.17
C -3.326700 4.568408 -0.539254  -0.18
C -2.824471 5.969753 -0.185421  -0.18
N -1.428368 5.969930 0.265006  -0.15
C -1.123992 6.849734 1.402735  -0.22
C -1.937120 6.502559 2.653793  -0.18
N -2.180111 5.051297 2.839962  -0.12
H -4.156271 5.491536 2.255371  0.11
H -4.052712 4.360744 3.565432  0.13
H -3.425393 2.544823 2.185625  0.08
H -4.824681 3.340891 1.461850  0.13
H -3.029958 2.628490 -0.011843  0.10
H -2.890212 4.270126 -1.496360  0.12
H -4.412564 4.612770 -0.683361  0.13
H -2.965538 6.611552 -1.058626  0.14
H -3.446049 6.404457 0.592458  0.10
H -0.816104 6.217762 -0.503418  0.12
H -0.056734 6.740621 1.610489  0.11
H -1.293462 7.907178 1.174674  0.13
H -1.399978 6.894877 3.516944  0.13
H -2.893936 7.027687 2.639046  0.12
H -1.925454 4.813071 3.789651  0.10

Atoms 1-6, force components in eV/Å:
Tl 0.103 0.068 0.008
C -0.007 -0.048 0.035
C -0.007 0.107 -0.063
C 0.029 -0.042 0.032
P -0.035 -0.156 -0.066
C 0.047 -0.090 -0.146